The following is a DFT calculation (ωB97M-V/def2-TZVPD) of a molecular structure, C35H43ClGaP2Si2 at a distorted geometry.

Each line ends with the Löwdin charge.
CARTESIAN COORDINATES (ANGSTROEM)
Ga1 -0.495794 -0.090906 3.203999  0.49
Cl1 1.362159 0.334319 0.104569  0.42
P1 0.569308 1.935085 4.856598  0.89
P2 1.727369 -0.950697 3.361598  0.81
Si1 -0.585519 0.012952 0.881975  0.28
Si2 2.581482 0.198328 -5.079299  0.70
C1 1.613920 1.702969 -5.578859  -0.35
C2 -1.059031 -4.021720 0.009253  -0.07
C3 0.439875 2.031388 -4.877794  -0.11
C4 0.081597 1.382341 6.625550  -0.25
C5 1.740081 -1.815134 4.979848  -0.24
C6 -1.676185 1.395150 0.297560  -0.35
C7 1.694032 -1.363270 -5.538425  -0.34
C8 2.512808 0.717948 3.173751  -0.43
C9 -0.556953 -2.828776 0.573331  -0.11
C10 -2.106581 -2.032953 3.602320  -0.17
C11 0.137809 3.980422 -6.305251  -0.08
C12 -0.295548 3.174321 -5.245252  -0.09
C13 1.807398 3.138100 5.467718  -0.29
C14 -1.179948 -1.615539 0.226789  -0.33
C15 -2.718859 -2.764738 -1.239091  -0.05
C16 -1.276315 2.014221 -0.893853  -0.11
C17 -3.737701 2.668007 0.287362  -0.06
C18 1.301591 3.647959 -7.004229  -0.08
C19 -2.226929 -1.563705 -0.692986  -0.07
C20 1.530801 -3.792154 -5.502485  -0.09
C21 -2.117118 2.978460 -1.488494  -0.06
C22 -0.199569 -2.485673 -6.577274  -0.08
C23 0.325329 -3.729810 -6.212603  -0.09
C24 2.220180 -2.621989 -5.158486  -0.11
C25 -2.843734 -0.029714 4.503668  -0.15
C26 -2.135716 -3.979146 -0.873459  -0.07
C27 -3.335063 3.293699 -0.892089  -0.07
C28 -1.545417 -1.908543 4.910997  -0.16
C29 1.564200 1.915551 3.210086  -0.44
C30 2.050285 2.514325 -6.650111  -0.09
C31 -2.025737 -0.684733 5.464174  -0.16
C32 0.478382 -1.300064 -6.241704  -0.10
C33 3.120855 -1.868728 2.609485  -0.23
C34 -2.905272 1.709136 0.907170  -0.08
C35 -2.912866 -0.880351 3.352012  -0.21
H1 -4.687553 2.905314 0.750757  0.11
H2 -2.660222 -0.605851 -0.983111  0.10
H3 1.156580 -1.320897 5.754707  0.02
H4 2.832812 2.840501 5.157753  0.06
H5 3.259022 0.768330 3.961692  0.09
H6 3.891475 0.250429 -5.789583  -0.02
H7 0.056876 -0.332662 -6.527871  0.10
H8 2.128831 2.858662 3.132035  0.10
H9 0.294625 -2.846189 1.251927  0.09
H10 3.303437 -1.521366 1.587969  0.04
H11 0.108788 0.301190 6.796203  0.00
H12 -1.135310 -2.417784 -7.127502  0.10
H13 1.287496 -2.800760 4.806823  0.06
H14 -3.555955 -0.731605 2.487668  0.11
H15 2.957730 2.246889 -7.193680  0.10
H16 1.942813 -4.761253 -5.215364  0.10
H17 -3.976256 4.045669 -1.355156  0.11
H18 2.916157 -2.946825 2.663718  0.06
H19 -1.000270 1.611569 6.605824  0.04
H20 -0.201459 -4.641465 -6.480780  0.10
H21 3.977834 -1.629875 3.265567  0.07
H22 -0.331253 1.767577 -1.364498  0.06
H23 3.157292 -2.664752 -4.598802  0.10
H24 -2.029316 -2.908844 2.961445  0.11
H25 -0.433336 4.864836 -6.581322  0.10
H26 -1.870068 -0.361694 6.484705  0.09
H27 1.639712 4.274257 -7.831656  0.11
H28 1.508786 3.986411 4.813458  0.05
H29 1.712889 3.351357 6.541765  0.04
H30 -1.203660 3.414801 -4.698474  0.08
H31 0.594979 1.999929 7.376828  0.04
H32 -1.773347 3.454249 -2.396473  0.09
H33 -2.533141 -4.908376 -1.291199  0.11
H34 -0.598460 -4.963836 0.287980  0.11
H35 0.098524 1.400870 -4.052868  0.09
H36 2.837897 0.209668 -3.614053  -0.03
H37 -3.556228 -2.711874 -1.923285  0.11
H38 2.778119 -1.965560 5.278929  0.05
H39 -3.366390 0.906340 4.647891  0.11
H40 2.970936 0.713114 2.169951  0.05
H41 -0.974120 -2.656208 5.436356  0.10
H42 -3.228818 1.232036 1.827384  0.07
H43 0.777986 1.877355 2.418234  0.01

Cartesian forces (eV/Å) of the 6 atoms listed first:
-2.8127 -1.0794 1.0698
-0.4457 -0.2468 0.4044
-1.5171 2.2631 0.2847
1.1184 -0.5195 0.3178
-0.5863 0.6433 -1.0990
0.5534 0.0873 -0.1301

multiplicity = 1
highest occupied orbital energy (spin up / spin down) = -0.3900 / -0.3899 hartree
lowest unoccupied orbital energy (spin up / spin down) = -5.10 / -5.10 eV
HOMO-LUMO gap (spin up / spin down) = 5.5167 / 5.5149 eV
E = -136215.2415 eV
net charge = +1
molar mass = 687.0 g mol⁻¹
relative energy (zero: lowest compared OMol25 entry of this formula, charge and spin) = 326.7 kJ/mol

***

The following is a DFT calculation (ωB97M-V/def2-TZVPD) of a molecular structure, C39H60F6N3O6S3SeSn at a distorted geometry.

Each line ends with the Löwdin charge.
CARTESIAN COORDINATES (ANGSTROEM)
Sn1 0.779136 0.573883 0.412314  1.28
Se1 -1.048639 2.699216 1.114981  1.11
S1 3.697786 0.651540 -1.862368  0.52
S2 3.509522 -1.056301 3.476438  0.64
S3 4.029639 -3.473230 2.541286  0.55
F1 5.989560 -5.259083 2.651380  0.08
F2 4.554732 -5.373785 4.324848  0.13
F3 2.025163 -1.009292 5.685270  0.14
F4 1.088998 -1.735845 3.909334  0.14
F5 6.003873 -3.776474 4.312902  0.11
F6 1.418279 0.422599 4.149194  0.14
O1 2.947718 -4.271757 2.062009  -0.26
O2 -0.764525 0.664736 -0.989099  -0.35
O3 3.057708 -0.669740 2.137367  -0.41
O4 -0.561814 -0.297039 1.685173  -0.37
O5 4.601571 -0.330182 4.117488  -0.30
O6 4.843432 -2.813210 1.552192  -0.32
N1 4.541330 -1.853541 -1.308066  0.02
N2 5.428867 -0.244959 -0.044385  0.01
N3 3.650582 -2.605947 3.747465  -0.30
C1 0.015011 0.319737 -3.950012  -0.03
C2 -1.315453 1.683448 -1.544838  -0.38
C3 -4.079393 -0.468156 2.524839  0.00
C4 -3.602832 -3.247730 2.785763  -0.09
C5 4.035823 -2.389528 -2.595608  -0.22
C6 -2.203410 3.942212 -1.202540  -0.10
C7 -4.075366 5.116326 -4.308265  -0.06
C8 4.464330 -5.641746 -0.978311  -0.11
C9 -2.729550 3.939880 -2.469172  -0.18
C10 -3.582496 5.150037 -2.836288  -0.57
C11 -3.557802 1.816899 2.087964  -0.06
C12 5.475732 1.055557 0.654480  -0.22
C13 -4.775772 5.198510 -1.918753  -0.05
C14 -1.509825 0.549077 -3.877389  -0.54
C15 -2.441231 2.853180 -3.366578  0.04
C16 4.587510 -0.543292 -1.018130  -0.84
C17 -1.219143 -2.873679 2.804787  -0.05
C18 -6.859960 0.372913 1.727584  -0.04
C19 -6.308149 0.664337 4.204669  -0.05
C20 -2.002405 0.835690 -5.248786  -0.10
C21 1.878195 -0.805062 4.377263  -0.69
C22 3.456736 -3.787283 -2.495595  -0.20
C23 -2.836563 -0.905494 2.209343  -0.06
C24 -1.576901 2.814768 -0.732778  -0.38
C25 -2.265013 1.415800 1.742966  -0.43
C26 6.835014 1.319971 1.304787  -0.19
C27 -1.856501 0.068763 1.777725  -0.33
C28 -4.463807 0.876060 2.503016  -0.19
C29 -6.341037 2.617999 2.591210  -0.08
C30 -2.426359 -2.756163 0.611034  -0.04
C31 -2.536397 -2.445590 2.107563  -0.52
C32 8.646062 0.370655 -0.238058  -0.10
C33 -1.768620 1.735364 -2.924474  -0.08
C34 7.964370 1.675923 0.282569  -0.23
C35 -2.711844 6.412144 -2.679983  -0.05
C36 -2.283563 -0.707943 -3.326376  -0.02
C37 5.205626 -4.527284 3.524053  -0.61
C38 4.499508 -4.948708 -2.313864  -0.26
C39 -5.945221 1.135770 2.784763  -0.52
H1 -7.325618 1.058187 4.405086  0.09
H2 -3.415062 -2.720959 0.133239  0.09
H3 4.880761 -2.458506 -0.562245  0.11
H4 -3.662464 -2.861600 3.809326  0.09
H5 -5.596201 1.019766 4.954756  0.09
H6 -5.314644 4.208902 -1.968556  0.12
H7 8.845484 -0.246474 0.648743  0.07
H8 5.125454 -6.509613 -0.914678  0.07
H9 -4.615391 -3.229466 2.309847  0.09
H10 -1.748451 -2.080150 0.060844  0.08
H11 -7.886381 0.548207 1.870043  0.06
H12 -5.359563 6.035634 -2.212438  0.07
H13 -0.393729 -2.571045 2.221877  0.05
H14 -7.343319 2.804401 2.974811  0.07
H15 -1.462490 1.734786 -5.646371  0.11
H16 -5.718088 3.322077 3.172605  0.08
H17 -4.820793 5.896314 -4.455547  0.07
H18 -2.072320 -3.784539 0.414992  0.09
H19 -6.631121 0.710205 0.706919  0.09
H20 -1.163945 -3.912299 2.748665  0.06
H21 -3.335385 5.175762 -5.100435  0.08
H22 9.570796 0.554619 -0.757180  0.05
H23 2.907625 -3.856114 -3.410771  0.09
H24 -2.141458 -0.904370 -2.253633  0.07
H25 0.246887 -0.591002 -4.511832  0.08
H26 4.200358 -5.646934 -3.091654  0.09
H27 5.294919 1.815905 -0.133963  0.08
H28 -6.683169 -0.697065 1.685674  0.07
H29 2.703725 -3.819436 -1.686874  0.12
H30 7.127151 0.410223 1.854572  0.11
H31 0.361705 0.150245 -2.905355  0.07
H32 -3.323398 -4.294393 2.794131  0.08
H33 -2.940995 2.825878 -4.297199  0.07
H34 5.774469 -0.999585 0.530589  0.12
H35 -3.246270 7.287606 -3.107226  0.09
H36 -6.257254 2.871406 1.522217  0.09
H37 -2.033773 -1.482205 -4.038895  0.07
H38 -3.079228 0.941152 -5.355124  0.08
H39 -1.831480 6.336528 -3.339502  0.09
H40 4.723967 1.202634 1.426941  0.10
H41 6.688181 2.167466 1.994628  0.11
H42 -2.371653 6.702191 -1.718016  0.06
H43 3.410702 -5.973233 -0.856489  0.09
H44 4.887550 -2.409469 -3.333500  0.12
H45 5.447133 -4.494195 -2.606121  0.10
H46 0.513760 1.181510 -4.360382  0.08
H47 7.990990 -0.179151 -0.841452  0.03
H48 -1.164798 -2.502696 3.873706  0.12
H49 -4.387297 5.290669 -0.917099  0.07
H50 7.580808 2.358954 -0.474396  0.10
H51 8.746704 2.293070 0.737311  0.09
H52 -3.812623 2.890569 2.055655  0.11
H53 -4.682145 4.211638 -4.452279  0.08
H54 -2.456472 4.778419 -0.594525  0.09
H55 4.740367 -4.955873 -0.142830  0.06
H56 3.239694 -1.690480 -2.989208  0.08
H57 -6.316031 -0.423255 4.190595  0.07
H58 -1.752300 0.000540 -5.892772  0.08
H59 -3.375762 -0.539884 -3.418416  0.09
H60 -4.870338 -1.086428 2.992889  0.10

Cartesian forces (eV/Å) of the 6 atoms listed first:
0.3138 0.1220 0.0913
0.6319 0.9540 -0.1736
0.3128 -0.4182 0.0568
-0.2473 1.4778 0.4580
0.2753 -0.8539 -0.3015
-0.6943 0.7147 1.0825

multiplicity = 1
highest occupied orbital energy = -0.1968 hartree
lowest unoccupied orbital energy = 2.08 eV
HOMO-LUMO gap = 7.4362 eV
E = -178163.4532 eV
net charge = -1
molar mass = 1074.8 g mol⁻¹
relative energy (zero: lowest compared OMol25 entry of this formula, charge and spin) = 124.4 kJ/mol

***

The following is a DFT calculation (ωB97M-V/def2-TZVPD) of a single C4H5NOS molecule at a distorted geometry.

Each line ends with the Löwdin charge.
CARTESIAN COORDINATES (ANGSTROEM)
S1 -1.217061 0.806003 1.226288  0.78
O1 0.210766 -2.124696 0.077732  0.09
N1 -1.241531 2.271156 -2.283490  0.16
C1 0.690150 -1.099293 0.440079  -0.30
C2 -0.884572 1.251891 -1.908773  -0.25
C3 -0.631987 -0.038885 -1.291386  -0.22
C4 0.119695 0.213988 0.000601  -0.53
H1 0.876191 0.904042 -0.104212  0.08
H2 1.508321 -0.962937 1.134559  0.12
H3 -0.087526 -0.592336 -1.976949  0.11
H4 -0.704718 0.157662 2.294152  -0.14
H5 -1.576953 -0.400184 -1.184383  0.09

Cartesian forces (eV/Å) of the 6 atoms listed first:
1.3167 -0.4189 -0.2424
0.2265 -1.2240 -0.0713
0.0789 0.5927 -0.3605
-0.7926 1.2241 0.4029
-0.4131 0.3098 -0.0562
1.5301 3.1161 -0.1461

multiplicity = 1
highest occupied orbital energy = -0.3683 hartree
lowest unoccupied orbital energy = -0.02 eV
SMILES = N#CC[C@@H](S)C=O
HOMO-LUMO gap = 10.0030 eV
E = -18600.3942 eV
molar mass = 115.2 g mol⁻¹
relative energy (zero: lowest compared OMol25 entry of this formula, charge and spin) = 147.1 kJ/mol

***

The following is a DFT calculation (ωB97M-V/def2-TZVPD) of 3 unconnected molecules or ions with the total composition C2H10N2O2 at a distorted geometry.

Each line ends with the Löwdin charge.
CARTESIAN COORDINATES (ANGSTROEM)
O1 2.282165 0.288090 1.453323  -0.14
O2 -0.153426 1.879356 1.778232  -0.09
N1 -0.827915 -0.229682 -0.268530  -0.01
N2 1.158813 -1.439848 -0.189040  0.06
C1 -0.013268 -1.254539 -0.598020  -0.31
C2 -1.799697 0.170213 -1.271939  -0.10
H1 2.102231 -0.112101 0.535924  0.01
H2 -2.881627 0.335034 -0.994698  0.09
H3 0.647567 1.406831 1.406039  0.02
H4 2.091417 -0.540730 1.935491  0.04
H5 -1.741079 -0.656047 -1.994835  0.06
H6 -0.687874 0.333523 0.471719  0.04
H7 -1.501736 1.175359 -1.843215  0.12
H8 1.569848 -2.036267 -0.864445  0.05
H9 0.124922 2.783290 1.635325  0.03
H10 -0.370341 -2.102482 -1.191330  0.13

Cartesian forces (eV/Å) of the 6 atoms listed first:
-0.3305 -0.8529 -1.0181
1.1218 -0.7511 -0.9024
-1.9635 -2.3764 -3.1796
1.6455 1.1508 0.4399
-0.9583 -0.4015 -0.0648
-0.2364 1.4884 -1.5129

multiplicity = 1
highest occupied orbital energy = -0.3439 hartree
lowest unoccupied orbital energy = 0.84 eV
SMILES = [H]/N=C/NC.O.O
HOMO-LUMO gap = 10.1976 eV
E = -9310.3555 eV
molar mass = 94.1 g mol⁻¹
relative energy (zero: lowest compared OMol25 entry of this formula, charge and spin) = 117.1 kJ/mol

***

The following is a DFT calculation (ωB97M-V/def2-TZVPD) of a single C6H14O molecule.

Each line ends with the Löwdin charge.
CARTESIAN COORDINATES (ANGSTROEM)
O1 -0.769187 -1.664975 -2.027003  -0.19
C1 0.298168 0.605698 0.738144  -0.24
C2 -0.262999 -0.640377 0.058685  -0.19
C3 -0.983819 -1.551934 -3.407252  -0.13
C4 -0.433252 -0.434474 -1.435105  -0.27
C5 0.470118 0.461669 2.247360  -0.28
C6 1.092761 1.705557 2.876331  -0.12
H1 1.206143 1.597880 3.959946  0.07
H2 0.482106 2.596446 2.685796  0.07
H3 0.500330 -0.037170 -1.877036  0.13
H4 0.403081 -1.499194 0.212985  0.12
H5 -1.217721 -2.551503 -3.783318  0.09
H6 -0.366473 1.458213 0.534576  0.12
H7 1.270773 0.861245 0.291658  0.12
H8 1.101815 -0.411051 2.460981  0.11
H9 2.086927 1.894293 2.453773  0.07
H10 -0.507005 0.252687 2.702886  0.11
H11 -1.222997 0.314162 -1.628523  0.13
H12 -0.088178 -1.173036 -3.927728  0.09
H13 -1.825050 -0.875127 -3.629729  0.09
H14 -1.235541 -0.909009 0.492575  0.12

Cartesian forces (eV/Å) of the 6 atoms listed first:
-0.0148 -0.0536 0.0515
-0.0025 0.0472 -0.0383
0.0125 -0.0141 -0.0031
-0.0512 -0.0228 -0.3135
0.0701 0.2340 0.1319
-0.0172 -0.0511 0.0184

multiplicity = 1
highest occupied orbital energy = -0.3607 hartree
lowest unoccupied orbital energy = 1.14 eV
SMILES = CCCCCOC
HOMO-LUMO gap = 10.9541 eV
E = -8496.1857 eV
molar mass = 102.2 g mol⁻¹
relative energy (zero: lowest compared OMol25 entry of this formula, charge and spin) = 68.2 kJ/mol